Formula: C25H33BrMnN7O2S2
Source: OMol25
Level of theory: ωB97M-V/def2-TZVPD

Positions of all 71 atoms, in Å:
Mn -0.807 2.399 1.071
N -0.096 5.700 4.042
C -0.332 4.563 3.305
S 0.168 4.632 1.636
N -0.870 3.561 3.905
N -1.225 2.471 3.183
C -1.241 1.343 3.847
C -1.497 0.068 3.277
C -1.187 -1.069 4.036
C -1.202 -2.330 3.495
C -1.581 -2.502 2.164
C -1.940 -1.421 1.400
C -1.899 -0.100 1.901
O -2.189 0.896 1.132
H 0.567 6.339 3.633
H -0.005 5.541 5.033
H -0.911 1.369 4.887
H -0.874 -0.926 5.063
H -0.908 -3.185 4.087
H -1.574 -3.493 1.729
H -2.245 -1.559 0.374
C -2.043 3.240 -4.154
C -2.757 3.956 -3.075
N -3.744 4.784 -3.224
N -4.077 5.175 -1.960
C -3.315 4.569 -1.003
S -3.421 4.685 0.623
N -2.444 3.792 -1.746
N -1.450 2.997 -1.208
H -2.509 3.460 -5.109
H -2.078 2.166 -3.975
H -0.995 3.540 -4.181
H -4.848 5.796 -1.789
H -0.518 3.329 -1.471
H -1.563 2.021 -1.493
C 4.488 -3.522 0.711
C 3.028 -3.874 0.381
C 2.458 -4.729 1.522
C 3.035 -4.721 -0.897
C 2.225 -2.585 0.224
C 2.260 -1.627 1.231
C 1.623 -0.425 1.048
Br 1.750 0.951 2.387
C 0.901 -0.057 -0.110
O 0.382 1.114 -0.231
C 0.857 -1.062 -1.123
C 1.503 -2.268 -0.924
C 0.142 -0.756 -2.435
C -1.353 -0.542 -2.155
C 0.773 0.496 -3.063
C 0.244 -1.880 -3.470
H 5.105 -4.422 0.710
H 4.564 -3.057 1.690
H 4.884 -2.826 -0.025
H 3.064 -5.628 1.655
H 1.435 -5.027 1.302
H 2.453 -4.171 2.455
H 3.696 -5.577 -0.768
H 3.394 -4.144 -1.746
H 2.040 -5.098 -1.122
H 2.800 -1.791 2.150
H 1.459 -2.999 -1.713
H -1.508 0.088 -1.281
H -1.823 -1.503 -1.951
H -1.860 -0.103 -3.018
H 0.745 1.326 -2.362
H 0.247 0.776 -3.978
H 1.815 0.296 -3.315
H -0.241 -2.781 -3.107
H 1.278 -2.102 -3.716
H -0.254 -1.571 -4.389

Multiplicity   6
Max |F|   1.853 eV/Å
E_tot   -6027.773993 Eh
Net charge   -1
Energy relative to the best compared isomer or geometry (same formula, charge and spin)   0.635 eV